Record 1
DFT (ωB97M-V/def2-TZVPD) results for a 3-piece molecular cluster, C46H69BIN3O6 overall at a distorted geometry.

Structure (XYZ):
```
126
Properties=species:S:1:pos:R:3:forces:R:3
C 3.582759 -0.236838 -0.435722 0.4 0.3 -0.6
C 2.246593 -0.084034 -1.251939 -0.5 -0.1 1.5
O 1.213417 -0.268309 -0.658614 0.5 0.0 -0.9
O 2.210804 0.233847 -2.607565 0.4 0.7 1.2
C 2.842250 1.521625 -2.866600 1.5 0.1 -1.0
C 2.708816 1.892425 -4.385362 -0.1 0.1 0.3
C 1.236445 2.367767 -4.760780 0.9 -1.6 0.3
C 0.379361 1.021197 -4.955796 0.4 2.1 -0.6
C -0.842219 1.378630 -5.888638 0.7 -0.7 -0.3
C -2.089304 0.419287 -5.754751 -1.1 0.5 0.2
C -2.317206 -0.153900 -4.322185 0.3 -0.9 0.8
C -3.161338 0.533754 -3.306389 1.1 -2.5 0.8
C -3.924287 1.847875 -3.639395 0.1 0.0 -0.7
C -3.029498 3.138267 -3.898630 -0.6 -0.2 0.4
C -1.780177 3.328321 -2.959218 0.4 1.4 -1.2
N -2.048985 4.182090 -1.760267 0.6 -1.8 -0.4
C -2.190316 3.381701 -0.526114 -0.6 1.3 1.4
C -1.363750 4.052071 0.632152 0.9 0.2 0.8
C -1.961465 4.677338 1.809766 3.3 -0.4 -0.6
C -1.029040 5.224684 2.817631 0.6 -0.4 -1.1
C 0.422329 5.168292 2.667669 -0.9 -0.9 -2.0
C 1.010532 4.552439 1.463351 -2.6 0.0 0.1
C 0.107506 4.008720 0.461210 -0.9 1.0 1.9
O 0.631469 3.414377 -0.699805 -0.2 0.9 0.5
C -3.267600 -0.126025 -1.970199 1.2 -0.7 -1.2
B -4.190816 0.471883 -0.772971 -0.5 0.0 -0.6
N -3.675336 0.855429 0.564141 -0.4 -0.3 -0.3
O -5.586715 0.602006 -1.068622 1.1 -0.8 0.3
C -2.558208 -1.396148 -1.655766 0.7 0.6 -1.1
C -2.723485 -2.043878 -0.233440 0.0 -0.6 0.1
C -4.133776 -2.811638 -0.081373 0.6 0.5 -0.8
N -4.509823 -3.476199 -1.351813 -0.1 0.2 0.8
C -1.731734 -2.060326 -2.678050 -1.1 1.9 -0.7
C -1.635102 -1.437320 -4.026650 -1.0 0.7 1.8
C -0.795666 -2.210920 -5.069386 -0.4 -1.1 0.3
O -0.127036 -1.738987 -5.961704 -0.6 0.0 0.5
C -0.876745 -3.780592 -4.969943 -0.4 -1.4 0.4
C -0.863150 -4.586768 -6.185108 0.1 -1.3 2.6
C -0.939406 -6.051969 -6.004998 -0.1 1.3 1.5
C -1.061122 -6.674914 -4.681128 0.2 2.0 -0.2
C -1.084615 -5.844029 -3.463533 0.4 1.0 -2.3
I -1.227844 -6.770194 -1.529891 0.0 0.4 -1.1
C -0.983810 -4.400832 -3.627237 -0.2 0.0 -1.4
C -0.951061 -3.372582 -2.436651 -0.1 -0.6 -1.0
O -0.299412 -3.651366 -1.457181 -0.6 0.5 -0.3
H 4.124946 0.745462 -0.334993 -0.5 -0.9 -0.3
H 4.250071 -0.975672 -0.951211 -0.4 0.7 0.4
H 3.391767 -0.593494 0.611619 -0.2 0.3 -1.3
H 2.430271 2.350216 -2.233877 0.2 -0.9 -0.3
H 3.945227 1.366411 -2.664058 -1.1 0.5 0.0
H 3.018104 0.973521 -4.968059 -0.5 1.0 0.5
H 3.482219 2.671451 -4.654832 -0.8 -0.6 0.6
H 1.282708 2.972930 -5.701800 -0.2 -0.4 0.8
H 0.808100 2.964477 -3.903701 0.5 -0.4 -1.1
H 0.105612 0.701354 -3.921629 0.1 -0.2 -1.1
H 1.076243 0.322184 -5.484555 -1.0 0.3 0.8
H -0.475039 1.282457 -6.955193 -0.4 0.2 1.1
H -1.062692 2.470466 -5.754250 -0.2 -1.1 0.0
H -2.034515 -0.421536 -6.502319 0.2 0.9 0.9
H -3.024190 0.991217 -6.042332 1.0 -0.5 0.3
H -4.472992 1.653855 -4.610568 0.4 0.2 1.1
H -4.716664 2.123729 -2.898148 0.8 -0.7 -0.3
H -3.704565 4.027699 -3.706080 0.7 -0.9 -0.3
H -2.798852 3.169402 -4.992382 0.2 0.0 1.1
H -1.025920 3.922684 -3.562826 -0.8 -0.8 0.4
H -1.258359 2.384630 -2.663324 -0.7 0.7 -0.2
H -2.842192 4.797817 -1.925899 0.2 -0.3 0.2
H -1.828181 2.328858 -0.609220 -0.4 0.9 -0.3
H -3.289724 3.393321 -0.247464 1.2 -0.3 0.1
H -3.068589 4.712485 1.901429 1.0 0.1 0.1
H -1.427535 5.722137 3.730542 0.3 -0.5 -0.8
H 1.139279 5.595220 3.414674 -1.1 -0.4 -0.6
H 2.106819 4.496454 1.276707 -1.0 0.1 0.3
H 0.606371 4.101235 -1.396630 -0.2 -0.5 0.4
H -3.968851 0.157774 1.261142 0.3 0.5 -0.2
H -4.066096 1.762646 0.845357 0.0 -0.6 0.0
H -6.010976 -0.177079 -0.659238 -0.2 0.7 -0.2
H -2.558469 -1.293768 0.589457 -0.2 -0.6 -1.0
H -1.948246 -2.843827 -0.053154 -0.6 1.0 -0.5
H -4.951044 -2.071792 0.150579 0.7 -0.9 0.1
H -4.044104 -3.612415 0.702141 -0.2 1.1 -0.5
H -4.923227 -2.782489 -1.974916 0.5 -0.4 -0.1
H -3.670713 -3.890303 -1.768921 -0.6 0.2 -0.1
H -0.776238 -4.110648 -7.191238 -0.1 -0.5 1.1
H -0.897954 -6.700998 -6.906837 -0.1 0.5 0.9
H -1.113846 -7.789881 -4.587080 0.0 1.3 -0.1
C 4.674702 0.770155 7.087163 0.0 -0.1 -0.1
C 4.280084 1.389845 5.751833 0.1 0.1 0.1
C 3.596250 2.749352 5.897186 -0.1 0.0 -0.1
C 2.269590 2.729933 6.661754 0.0 -0.1 0.1
C 1.197898 1.804985 6.081681 0.0 0.1 0.0
C 0.764518 2.196390 4.673302 0.0 -0.2 0.1
H 3.803318 0.577430 7.716522 0.0 0.0 0.0
H 5.182303 -0.183818 6.926088 0.0 0.0 0.1
H 5.356120 1.426641 7.634192 -0.1 0.0 0.0
H 3.642312 0.697050 5.199240 -0.1 0.0 0.0
H 5.184779 1.520840 5.149097 -0.1 0.0 0.0
H 3.437491 3.171892 4.899623 0.0 0.0 0.0
H 4.279043 3.437663 6.407977 0.0 0.0 0.0
H 1.876269 3.752213 6.693469 0.0 0.0 0.0
H 2.452351 2.447109 7.702968 0.0 0.0 0.0
H 0.322058 1.835703 6.737525 0.1 0.0 0.0
H 1.545602 0.766991 6.084070 0.0 0.0 0.0
H 0.366365 3.212975 4.658612 0.0 0.0 -0.1
H -0.018543 1.522511 4.317874 0.0 0.1 -0.1
H 1.593355 2.141236 3.964319 0.0 0.0 0.0
C 2.074092 -5.084964 5.783611 0.0 -0.1 -0.1
C 2.867446 -4.627075 4.565458 0.1 0.1 0.1
C 2.930264 -3.106042 4.425302 0.0 0.0 -0.1
C 1.578288 -2.417349 4.222397 -0.1 -0.1 0.1
C 0.781013 -2.896304 3.009923 0.1 0.1 0.0
C 1.488951 -2.637050 1.685795 -0.1 -0.2 0.0
H 1.030882 -4.766888 5.729371 0.0 0.0 0.0
H 2.083035 -6.175101 5.852825 0.0 0.0 0.1
H 2.508644 -4.684982 6.703287 -0.1 0.0 0.0
H 2.449162 -5.078925 3.662263 0.0 0.0 0.0
H 3.889821 -5.008514 4.653601 0.0 0.0 -0.1
H 3.596560 -2.856498 3.593223 0.0 0.0 0.0
H 3.401088 -2.685566 5.321493 0.0 0.0 0.0
H 1.751688 -1.340014 4.128498 0.0 0.0 0.0
H 0.964835 -2.544835 5.120312 0.0 0.0 0.0
H -0.180738 -2.373745 2.999454 0.0 0.0 0.0
H 0.549073 -3.962122 3.100324 0.0 0.0 0.1
H 1.683415 -1.571398 1.552790 -0.1 0.0 0.0
H 0.866608 -2.971755 0.853047 0.1 0.1 0.0
H 2.439808 -3.172413 1.623111 0.0 0.0 0.0
```
Positions in Å, forces in eV/Å.

Results
E_HOMO in eV: -8.5283
Energy in Eh: -2732.348074
SMILES: CC(=O)OCCCCCCc1c(CCCNCc2ccccc2O)c(B(N)O)c(CCN)c2c1C(=O)c1cccc(I)c1C2=O.CCCCCC.CCCCCC
Frontier orbital gap in eV: 7.8

Record 2
DFT (ωB97M-V/def2-TZVPD) results for a 4-piece molecular cluster, C46H69O8P overall at a distorted geometry.

Structure (XYZ):
```
124
Properties=species:S:1:pos:R:3:forces:R:3
C 5.041337 -4.449248 0.626234 -0.9 0.4 -1.3
C 4.117784 -4.324259 -0.146898 1.1 -0.3 0.8
C 3.062974 -4.111611 -1.135389 0.5 0.2 0.2
C 3.502411 -3.003542 -2.130431 0.1 0.4 0.9
C 2.633384 -1.753557 -1.917879 0.0 -0.2 -0.1
C 2.498056 -0.800745 -3.120475 -1.6 -0.6 -1.6
C 3.671773 -0.618473 -4.125939 0.6 -0.5 0.5
C 5.124722 -0.731158 -3.622050 -1.0 0.9 0.1
P 5.719360 0.352914 -2.305208 2.1 -0.5 0.2
O 7.125609 0.009298 -2.056481 0.6 -0.3 -0.1
O 5.660817 1.901466 -2.750870 -1.0 -0.7 0.1
C 6.610927 2.249607 -3.775621 -0.3 0.8 -0.5
C 5.882018 3.038578 -4.852855 0.3 -0.5 0.3
O 4.875995 0.146796 -0.977302 -0.3 0.5 -0.9
C 5.610550 0.332033 0.245178 -0.6 -0.1 1.4
C 4.605462 0.210189 1.378810 -0.2 -0.1 -0.1
C 1.430398 -1.583887 -4.008838 -0.4 0.2 -0.1
O 1.463375 -2.720536 -4.371482 0.2 -0.2 0.2
O 0.393867 -0.774959 -4.390687 0.6 -0.1 -0.2
C 0.937720 0.545470 -4.273673 -1.5 -0.6 -0.4
O -0.099208 1.449559 -4.468620 -0.2 0.0 0.6
C 1.614939 0.487495 -2.897087 2.2 0.7 -0.3
C 2.310887 1.851965 -2.729290 0.2 0.0 0.9
C 2.660028 2.235640 -1.283554 -0.6 0.8 0.6
C 2.084150 3.615569 -0.861580 0.7 0.2 -0.2
C 3.205421 4.676810 -0.913575 -0.1 -0.6 -0.1
C 4.105212 4.596698 0.294542 0.0 -0.3 0.1
O 3.371305 4.743931 1.493727 0.2 0.0 0.0
C 4.226228 4.516722 2.599556 -0.1 0.3 -0.5
O 0.827998 0.135610 -1.805359 -0.7 0.5 -0.6
C -0.304215 0.954114 -1.492392 -0.2 -0.7 0.9
C -1.616468 0.152931 -1.582124 -1.0 1.1 -0.7
C -2.487988 0.587713 -2.791799 0.3 -0.9 0.2
C -2.422772 0.417260 -0.302825 0.7 0.0 0.4
C -1.884243 -0.256610 0.995899 0.6 0.5 0.0
C -0.760609 -1.290434 0.782471 -1.2 -0.3 0.1
C -1.371509 0.782116 2.008665 -0.5 -0.6 0.2
H 5.986997 -4.447083 1.094568 0.2 -0.2 0.5
H 2.867679 -5.050050 -1.642506 -0.3 -0.1 -0.1
H 2.191910 -3.800436 -0.564948 -0.4 -0.1 -0.2
H 4.509982 -2.742838 -1.822073 0.3 -0.1 -0.3
H 3.514458 -3.361489 -3.151568 -0.2 0.0 -0.1
H 1.631034 -2.117049 -1.711911 -0.2 0.1 0.0
H 2.932715 -1.247003 -1.006249 0.2 0.2 0.0
H 3.592632 0.315981 -4.671426 -0.2 0.3 0.1
H 3.564428 -1.387839 -4.888771 0.1 -0.1 0.0
H 5.423517 -1.727029 -3.323516 -0.1 -0.1 0.2
H 5.764265 -0.486810 -4.468794 0.2 0.1 0.0
H 7.060223 1.380407 -4.244870 0.2 -0.3 0.3
H 7.393327 2.842101 -3.313836 0.1 0.0 0.1
H 5.231806 2.344188 -5.381627 -0.3 0.2 -0.1
H 5.320284 3.858637 -4.419095 -0.1 0.1 0.0
H 6.605871 3.418962 -5.568000 0.1 0.1 -0.1
H 6.356259 -0.441941 0.376851 0.3 0.0 -0.4
H 6.091131 1.304913 0.298840 0.1 0.1 -0.4
H 3.685167 0.735247 1.129910 0.0 0.2 0.1
H 5.001867 0.612830 2.308067 0.1 0.1 0.0
H 4.345367 -0.829483 1.563573 0.0 -0.1 -0.1
H 1.598013 0.643616 -5.137542 0.7 0.3 0.4
H 0.183529 2.144845 -5.062608 0.1 0.0 -0.2
H 3.208076 1.951203 -3.337355 0.0 -0.3 -0.2
H 1.629543 2.618429 -3.095852 -0.2 0.0 -0.1
H 3.727622 2.320812 -1.135002 0.2 -0.3 -0.2
H 2.311378 1.513416 -0.549321 -0.1 -0.4 -0.3
H 1.288161 3.941661 -1.529359 -0.2 -0.1 0.0
H 1.698200 3.568129 0.152964 -0.2 0.1 0.0
H 3.841530 4.394539 -1.755641 0.1 0.3 -0.3
H 2.826063 5.681509 -1.081936 0.0 0.1 0.1
H 4.589550 3.609812 0.322279 0.0 -0.1 -0.1
H 4.928474 5.316781 0.234578 -0.1 0.3 0.1
H 3.642466 4.673394 3.496264 0.0 0.0 0.2
H 4.655748 3.510996 2.576753 -0.1 -0.2 0.1
H 5.060876 5.221580 2.541820 0.1 0.1 0.3
H -0.193028 1.220654 -0.442163 0.3 0.1 0.1
H -0.351370 1.891680 -2.038174 0.1 -0.1 -0.4
H -1.406980 -0.897700 -1.737538 0.3 -0.2 0.3
H -2.322813 1.617348 -3.086274 -0.2 0.2 0.1
H -3.530648 0.395922 -2.551527 -0.2 0.3 0.0
H -2.269070 -0.053590 -3.641766 0.2 0.2 -0.3
H -2.377218 1.497129 -0.131069 -0.1 0.1 -0.1
H -3.477742 0.206303 -0.448775 -0.1 -0.3 0.0
H -2.707118 -0.779136 1.481898 -0.2 -0.1 -0.1
H 0.192298 -0.846454 0.514517 0.1 0.0 -0.1
H -1.096030 -1.995346 0.024815 0.3 -0.1 -0.2
H -0.681200 -1.874660 1.697636 0.4 0.0 0.1
H -2.067519 1.610371 2.122675 0.1 0.2 -0.1
H -1.315004 0.287545 2.979789 0.2 0.1 0.1
H -0.371626 1.128487 1.756984 0.0 0.2 -0.1
C -7.350578 -1.139125 1.428961 0.0 0.0 0.0
C -6.924538 -2.371740 1.904818 0.0 0.0 0.0
C -6.057653 -3.142963 1.144762 0.1 -0.1 0.0
C -5.618782 -2.687466 -0.090493 0.0 -0.1 0.0
C -6.050706 -1.460473 -0.568446 0.0 0.1 0.0
C -6.915572 -0.684313 0.191821 0.0 0.0 0.0
H -8.022426 -0.532185 2.022518 0.0 0.0 0.0
H -7.266334 -2.729539 2.867901 0.0 0.0 0.0
H -5.719245 -4.103080 1.514361 0.0 0.0 0.0
H -4.939712 -3.290309 -0.680084 0.0 0.0 0.0
H -5.712979 -1.106614 -1.534593 0.0 0.0 0.0
H -7.250705 0.275453 -0.180390 0.0 0.0 0.0
C -10.010878 2.864155 4.341206 0.0 0.0 0.0
C -10.468676 2.888258 5.650977 0.0 0.0 0.0
C -10.195528 1.826385 6.501908 0.0 0.0 0.0
C -9.467422 0.738274 6.041962 0.0 0.0 0.0
C -9.016508 0.710827 4.729880 0.0 0.0 0.0
C -9.286645 1.773951 3.879897 0.0 0.0 0.0
H -10.218853 3.695061 3.679432 0.0 0.0 0.0
H -11.038557 3.735890 6.009297 0.0 0.0 0.0
H -10.550278 1.846844 7.524315 0.0 0.0 0.0
H -9.252132 -0.088955 6.706014 0.0 0.0 0.0
H -8.452415 -0.140481 4.369829 0.0 0.0 0.0
H -8.932638 1.753838 2.856660 0.0 0.0 0.0
C -1.791740 -3.377715 4.577802 0.0 0.0 0.0
C -0.687174 -4.052200 5.078836 0.0 0.0 0.0
C -0.446801 -5.366425 4.702886 0.0 0.0 0.0
C -1.313243 -6.007640 3.828691 0.0 0.0 0.0
C -2.422058 -5.335595 3.333658 0.0 0.0 0.0
C -2.660485 -4.020313 3.706426 0.0 0.0 0.0
H -1.975956 -2.350311 4.865808 0.0 0.0 0.0
H -0.012353 -3.552852 5.762276 0.0 0.0 0.0
H 0.416493 -5.891327 5.091180 0.0 0.0 0.0
H -1.124466 -7.031825 3.533589 0.0 0.0 0.0
H -3.100721 -5.837521 2.655497 0.0 0.0 0.0
H -3.522949 -3.492666 3.317403 0.0 0.0 0.0
```
Positions in Å, forces in eV/Å.

Results
E_HOMO in eV: -9.3726
Energy in Eh: -2737.411705
SMILES: C#CCCC[C@@]1(CCP(=O)(OCC)OCC)C(=O)O[C@@H](O)[C@@]1(CCCCCOC)OC[C@H](C)CC(C)C.c1ccccc1.c1ccccc1.c1ccccc1
Frontier orbital gap in eV: 9.6